117
Properties=species:S:1:pos:R:3:forces:R:3 method="wB97M-V/def2-TZVPD" largest_force_ev_per_a=10.2 total_charge=0 e_above_lowest_ev=0.0000 e_tot_ha=-2626.686463 gap_ev=8.63
C 1.95145 -6.04212 -1.74447 -0.6 1.6 0.5
C 0.59445 -5.43212 -1.39347 -0.8 -1.9 0.0
O 0.51545 -4.05512 -1.67247 1.2 -0.3 -0.3
H 2.07645 -5.91412 -2.76947 0.2 0.0 -2.1
H 2.05345 -7.09412 -1.53947 0.0 -0.2 0.6
H 2.71445 -5.38612 -1.35147 0.6 -0.4 0.6
H 0.40845 -5.66112 -0.32647 -0.3 0.3 -0.3
H -0.15255 -5.99012 -2.01447 0.2 0.4 0.7
H -0.20455 -3.65312 -1.18447 -0.6 0.1 0.3
C -2.82855 4.14888 -0.41747 -0.2 -0.3 -0.8
C -1.36055 4.46088 -0.12747 -1.2 2.3 -1.5
O -0.78755 3.51488 0.65853 1.4 -1.8 2.5
H -3.40255 3.98288 0.49653 0.1 0.0 -0.2
H -2.92555 3.26588 -1.07547 0.2 -0.1 0.7
H -3.32855 4.89488 -1.04547 0.3 0.4 0.4
H -1.23555 5.45188 0.32253 -0.3 0.0 0.1
H -0.78755 4.49288 -1.03847 0.0 0.1 -0.7
H -0.52655 3.86988 1.53153 -0.2 -0.3 -0.2
C -3.80355 -1.77112 -1.45147 0.8 0.4 0.2
C -4.12955 -0.47312 -0.76747 -3.7 -2.0 -0.4
O -3.79555 0.65788 -1.45947 -0.2 2.3 -2.1
H -2.74655 -1.73812 -1.67647 0.4 -0.3 -0.3
H -4.36355 -1.95812 -2.34147 -0.4 0.1 -0.7
H -3.95455 -2.60212 -0.78647 -0.1 -0.3 0.4
H -3.73655 -0.47012 0.19153 1.0 0.2 2.0
H -5.22955 -0.39812 -0.64247 0.4 -0.5 0.4
H -4.63055 1.11588 -1.67647 1.0 -0.1 0.2
C 1.21045 -1.55712 3.04653 -3.7 3.2 4.3
O 0.46645 -0.76712 3.92053 3.1 -3.2 -3.7
N 1.85845 -2.60112 3.44953 2.2 -3.3 4.3
N 1.27445 -1.45012 1.76653 -1.1 2.6 -3.4
H 1.93145 -2.76612 4.50153 -0.1 0.3 -2.4
H 2.46145 -3.14012 2.79353 -0.6 0.8 1.2
H 0.87645 -0.59312 1.36653 0.3 -0.5 0.3
H 1.77845 -2.07212 1.05253 -0.5 0.7 1.0
C -1.90555 3.18088 -3.55947 7.9 2.9 -0.7
O -0.72755 3.89688 -3.41647 -6.0 -3.2 -0.2
N -3.06755 3.62788 -3.83047 -6.2 5.3 0.0
N -1.94055 1.89588 -3.78747 4.1 -4.8 0.0
H -3.16355 4.66688 -3.62647 -0.4 -2.0 -0.6
H -3.94155 3.05388 -4.14947 2.8 1.6 0.9
H -0.97355 1.46188 -3.83547 -1.9 0.5 0.4
H -2.62355 1.36688 -3.28347 -0.2 -0.5 0.2
C -0.26355 0.30988 -0.56747 -3.3 -6.1 -3.4
O -0.24955 -0.90412 -1.26047 0.0 5.1 3.0
N -1.39655 0.93588 -0.24147 -1.4 0.1 -1.2
N 0.78545 0.75788 -0.00647 3.6 -0.7 0.7
H -2.30255 0.59888 -0.58447 1.2 0.5 0.0
H -1.46155 1.85588 0.22553 0.5 -0.6 -0.3
H 1.70945 0.33588 -0.20847 -0.5 0.4 -0.1
H 0.79945 1.70488 0.20353 0.1 1.6 0.7
C 3.03445 3.47188 0.36953 6.1 -1.9 -7.5
O 4.23845 3.34088 -0.28047 -5.1 0.8 3.1
N 1.92345 3.25588 -0.33047 0.7 -1.0 -4.6
N 2.89645 3.73088 1.59553 3.0 1.7 5.4
H 1.93045 3.03588 -1.39647 0.4 0.8 3.0
H 1.05245 3.37888 0.06153 -2.2 0.9 0.9
H 3.78645 3.95188 2.10053 -1.2 -0.5 -0.8
H 2.09545 3.66088 2.17653 -1.0 0.2 0.0
C -2.63955 0.98688 2.78353 -1.8 3.5 -4.2
O -3.24855 1.75688 1.84853 1.3 -2.3 3.8
N -1.64255 0.28188 2.41953 3.8 -2.9 -1.9
N -2.86855 0.95288 4.06453 -3.0 1.4 5.0
H -1.31155 0.47588 1.46253 -0.5 -0.6 0.9
H -1.04455 -0.35512 3.01153 -0.5 1.1 -0.2
H -3.62255 1.56988 4.42253 0.8 -0.8 -0.6
H -2.31755 0.55088 4.85753 -0.3 0.3 -1.9
C 3.44445 -3.39312 0.52353 9.2 3.3 -2.8
O 4.74545 -3.03212 0.36853 -5.8 -1.9 1.4
N 3.01745 -4.29412 1.31953 -1.9 -5.1 4.1
N 2.49345 -2.80512 -0.14247 -2.7 1.5 -3.9
H 3.62945 -5.00712 1.71853 0.0 0.7 -0.3
H 2.00545 -4.52912 1.44753 1.3 0.5 -0.7
H 2.77445 -2.01312 -0.76047 -0.1 -0.9 0.5
H 1.80945 -3.44612 -0.66747 0.6 1.1 0.6
C 3.94445 0.47388 2.17753 -0.3 1.0 -2.4
O 5.15645 1.12688 2.35253 1.4 0.0 1.0
H 3.21645 0.87888 2.82253 -0.8 0.7 0.9
H 3.90745 -0.57512 2.30953 0.5 -1.3 0.1
H 3.67445 0.73088 1.12853 -0.6 -0.5 0.6
H 5.89045 0.51588 2.22153 -0.2 0.1 -0.1
C 1.99445 -3.14212 -4.52047 -1.0 -0.4 0.1
O 2.09245 -2.11212 -3.55647 2.4 -0.2 -0.8
H 2.67345 -3.03712 -5.36547 0.5 0.0 0.5
H 1.00745 -3.06812 -4.95147 -0.5 -0.1 -0.4
H 1.99745 -4.14912 -4.05747 0.6 0.4 -0.3
H 1.22245 -2.01912 -3.24447 -2.0 0.4 0.9
C -1.84855 -1.76212 -4.52847 0.3 -0.4 0.9
O -0.92955 -2.06012 -3.45747 -0.6 -1.6 -2.8
H -2.91155 -2.03112 -4.31947 0.8 0.4 0.1
H -1.53255 -2.30712 -5.39347 0.2 -1.0 -0.3
H -1.73455 -0.76512 -4.90547 -0.3 1.0 0.3
H -0.94755 -1.47512 -2.72747 -0.2 1.5 1.5
C -1.79755 -2.95312 1.56953 -0.4 2.1 1.2
O -0.85055 -3.07612 0.57953 0.8 -1.7 -1.0
H -2.36555 -2.01812 1.32953 -0.4 -1.0 0.4
H -1.34755 -2.73212 2.56553 -0.1 -0.4 -0.4
H -2.37855 -3.85612 1.64553 -0.4 -0.1 -0.2
H -0.30155 -2.30212 0.57853 0.4 0.7 -0.2
C -3.70655 4.54188 3.25953 0.6 -0.8 0.0
O -2.31755 4.15388 3.13753 -0.5 0.4 -0.3
H -4.28855 3.67088 3.56953 -0.2 0.1 -0.2
H -4.12355 4.94788 2.34553 0.0 -0.1 -0.4
H -3.84855 5.32188 4.00053 0.6 0.0 0.3
H -2.24255 3.44088 2.45553 -0.8 0.5 0.7
C 0.83745 2.16388 3.46153 2.1 -1.1 0.6
O 0.56045 3.49288 3.14353 -0.5 0.9 -0.1
H 1.75745 2.15988 4.12953 -0.8 -0.4 -0.8
H 1.06845 1.62988 2.52853 -0.1 0.1 0.5
H 0.06545 1.64788 3.99853 -0.6 -0.1 0.0
H 0.43345 3.91188 3.99553 -0.4 0.7 -0.1
C 4.34845 -0.06812 -1.24747 3.2 -0.1 1.4
O 2.99145 -0.05512 -1.10847 -1.9 1.0 -1.0
H 4.87445 0.88988 -1.26547 -0.7 0.5 -0.3
H 4.62045 -0.64612 -2.09847 0.5 -0.6 -0.7
H 4.75145 -0.50112 -0.32847 0.1 -0.5 -0.3
H 2.68545 0.46788 -1.87047 -0.4 -0.5 0.3



119
Properties=species:S:1:pos:R:3:forces:R:3 method="wB97M-V/def2-TZVPD" largest_force_ev_per_a=9.4 total_charge=0 e_above_lowest_ev=11.5494 e_tot_ha=-2736.236067 gap_ev=8.55
C 0.40689 0.10199 0.64952 -0.8 2.4 1.0
C -0.64797 0.75296 -0.28669 -1.4 0.6 1.5
O -1.15815 -0.12886 -1.21193 0.6 -2.5 -1.9
H 1.21294 -0.29488 0.11583 1.1 -0.5 -1.3
H 0.08595 -0.72900 1.28815 -0.5 0.6 0.0
H 0.88866 0.92068 1.29770 -1.0 -1.3 -0.7
H -0.32153 1.63900 -0.83355 0.8 0.2 0.4
H -1.66058 1.01888 0.10756 1.4 0.8 1.7
H -1.80164 0.38102 -1.75067 0.1 -0.5 -0.1
C 1.69033 0.97951 -5.47205 -0.2 1.1 -0.9
C 1.49294 0.19134 -4.22161 0.5 -4.0 -1.4
O 0.65906 0.75633 -3.28091 -0.4 2.0 1.1
H 0.80819 1.11496 -6.07012 -1.1 0.2 0.2
H 2.30875 0.53933 -6.25435 0.6 -0.5 0.7
H 2.07098 1.98780 -5.29039 0.2 -0.1 0.1
H 2.46962 -0.18290 -3.89079 0.0 0.7 0.7
H 0.95903 -0.78108 -4.40644 0.6 0.5 -0.8
H 0.70672 0.31587 -2.43184 0.0 -0.6 0.1
C -0.70076 3.86138 0.98208 1.4 0.4 -0.2
C -2.20369 3.83912 1.08504 1.0 1.7 2.1
O -2.64071 4.92708 0.27784 -1.2 -0.9 -0.9
H -0.29325 4.82485 1.35182 -0.4 -0.3 0.0
H -0.34651 3.83980 -0.07788 -0.4 -0.4 0.8
H -0.20179 3.09166 1.57835 -0.1 -0.2 -0.3
H -2.49390 4.00973 2.15546 0.1 -0.1 -0.7
H -2.61946 2.88049 0.82612 -0.6 0.1 -0.8
H -2.60215 5.80948 0.63820 0.2 0.0 0.6
C -1.39631 -3.53595 0.52992 -2.6 -5.1 1.0
O -1.94578 -4.71769 0.86077 2.4 4.9 -0.9
N -0.12131 -3.28057 0.60879 4.8 0.0 0.6
N -2.04561 -2.51790 0.04604 -4.5 2.3 -0.6
H 0.50032 -4.05755 0.86457 -0.4 0.6 -0.5
H 0.34169 -2.39733 0.24320 -1.0 -1.8 0.4
H -3.07779 -2.53225 0.17516 1.2 -0.5 -0.4
H -1.76143 -1.54590 -0.20375 0.6 -0.9 0.4
C -0.65405 -3.75096 4.29292 1.6 -0.7 6.5
O -0.36720 -3.84476 5.68004 -1.9 0.8 -6.7
N -1.05144 -4.81551 3.62721 0.4 -2.7 1.4
N -0.50883 -2.61576 3.57398 0.6 1.3 1.6
H -1.00851 -5.68881 4.24410 -0.2 1.7 -1.6
H -1.03954 -4.88858 2.59668 -0.6 0.0 0.5
H 0.09347 -1.85317 3.98844 -0.7 -1.3 -0.7
H -0.31434 -2.79017 2.62269 0.2 -0.1 -1.3
C 4.52534 -0.67307 -1.75724 -0.7 -2.9 -9.0
O 4.56589 -1.09105 -3.12184 0.1 1.9 6.9
N 5.48876 -0.11542 -1.13871 5.1 3.5 2.1
N 3.42778 -0.69219 -1.09094 -6.1 -1.7 0.9
H 6.29796 0.08091 -1.74691 -0.6 -0.1 0.8
H 5.33255 0.58561 -0.33280 0.3 -1.9 -1.9
H 2.58812 -1.23114 -1.49175 1.7 1.3 0.6
H 3.34122 -0.54329 -0.07901 0.5 -0.2 -0.3
C -3.08267 2.23682 -1.90374 -4.9 -0.5 3.9
O -4.15469 2.04711 -1.03884 5.5 1.0 -4.0
N -2.22983 3.23015 -1.86900 -0.4 2.4 2.2
N -2.76424 1.31534 -2.82354 -0.9 -2.0 -1.3
H -2.35643 3.94828 -1.11361 -0.1 -0.6 -1.4
H -1.54917 3.43432 -2.58668 0.1 -0.3 -0.1
H -3.46106 0.58738 -3.02067 0.4 0.6 0.0
H -2.04174 1.50023 -3.51405 -0.4 -0.1 0.2
C 0.65717 4.19275 -4.03833 -1.3 7.2 -2.8
O 0.26938 5.35453 -4.66622 2.1 -5.5 2.8
N 1.79668 3.99882 -3.43051 2.0 2.0 -0.1
N -0.15465 3.19392 -3.88652 -2.5 -3.2 -0.1
H 2.49656 4.69803 -3.56357 0.3 0.2 0.1
H 2.04605 3.15721 -2.99155 0.5 -1.2 0.2
H -0.90721 3.31540 -4.53384 -0.6 -0.4 -0.4
H 0.18799 2.20226 -3.62506 -0.5 1.7 -0.5
C 1.99760 -1.30101 5.01836 7.3 -0.5 -2.0
O 3.21608 -1.17079 4.42490 -5.0 -0.1 1.9
N 0.96206 -0.59734 4.69733 -2.1 5.1 -3.5
N 1.72262 -2.20993 5.87358 -0.7 -2.2 3.1
H 1.15625 0.24298 4.08420 0.0 -1.2 0.7
H 0.11863 -0.46883 5.21296 0.0 -0.4 1.0
H 2.38756 -2.80034 6.31434 0.8 -0.3 -0.3
H 0.75956 -2.43195 6.16693 0.3 -0.1 -0.5
C -4.93742 -1.31063 0.22237 -4.4 3.0 -6.5
O -5.82338 -1.07364 -0.84450 3.9 -2.0 5.4
N -3.98817 -0.44642 0.43412 2.3 2.8 1.4
N -4.89028 -2.38981 0.94805 -2.0 -4.3 0.6
H -4.14386 0.49784 0.04232 0.2 -0.5 -0.2
H -3.29548 -0.54623 1.23553 -1.4 0.0 -1.4
H -5.57470 -3.10684 0.63138 0.9 0.7 0.7
H -4.34821 -2.58199 1.78977 -0.3 0.5 -0.5
C 2.65002 2.62087 -0.80698 1.1 0.1 0.7
O 3.34411 2.09239 -1.91986 0.1 0.4 0.2
H 3.16394 3.50279 -0.39366 0.1 -0.2 -0.3
H 2.53028 1.91112 0.00774 0.1 -0.3 0.1
H 1.68485 2.94678 -1.08091 -1.3 0.4 -0.3
H 3.37896 1.13288 -1.82881 -0.3 0.0 -0.1
C 0.73701 2.75473 4.10308 0.9 1.4 1.5
O 1.51912 1.76234 3.48294 -1.7 -0.6 0.4
H -0.13856 2.37816 4.60873 -0.3 -0.6 -0.4
H 0.47626 3.58490 3.46974 -0.3 0.0 -0.6
H 1.29536 3.23489 4.92124 0.2 -0.2 -0.1
H 2.21437 2.16224 3.01320 1.5 0.7 -0.8
C 2.81502 -2.67620 1.46938 1.9 0.1 0.5
O 2.94093 -1.28559 1.64838 -0.4 0.3 -1.8
H 2.69006 -2.85413 0.41879 -0.3 -0.2 -0.6
H 2.02341 -3.09694 2.04802 -0.7 -0.3 0.4
H 3.76076 -3.16762 1.77408 -0.5 0.0 -0.1
H 2.93953 -1.05258 2.56441 0.3 0.0 1.9
C 1.83964 -3.05310 -2.63555 -0.4 -2.6 -1.6
O 1.06526 -2.07014 -2.03028 1.5 1.8 1.2
H 2.18461 -2.81785 -3.67676 0.2 0.4 1.1
H 1.07688 -3.83436 -2.81659 0.9 -0.5 0.0
H 2.67488 -3.49076 -2.01447 -0.8 0.9 -0.5
H 0.15780 -2.26563 -2.24492 -1.3 -0.1 -0.3
C -2.31502 0.68785 3.09780 1.0 0.3 -2.5
O -2.17927 -0.63593 2.47746 0.6 1.4 2.0
H -2.29044 0.77939 4.13880 -0.3 -0.9 1.9
H -3.20968 1.16565 2.72731 -0.5 -0.2 -0.1
H -1.49711 1.37812 2.80268 -0.1 -0.6 -0.4
H -1.50692 -1.14512 2.99493 -0.9 0.1 -0.5
C -2.40250 -2.30733 -3.24246 -0.6 0.7 -0.8
O -1.43096 -2.99569 -2.52046 0.6 -0.4 0.5
H -2.05772 -1.28312 -3.45569 -0.4 0.1 0.4
H -3.43518 -2.35296 -2.81339 0.9 0.2 -0.1
H -2.43066 -2.74757 -4.22108 -0.3 -0.5 -0.5
H -1.61898 -2.83412 -1.57877 -0.2 -0.3 -0.2